Below is a structure of composition C35H52P4ReSe in a non-equilibrium geometry, with properties calculated with ωB97M-V with the def2-TZVPD basis set.

Each line ends with the Löwdin charge.
Cartesian coordinates (Å):
Re (-0.61, -0.19, -0.34)  0.790
P (-1.71, -2.15, 0.23)  0.683
P (1.16, -0.42, 1.26)  0.665
P (0.84, -0.77, -2.00)  0.696
H (-1.81, 2.01, -1.47)  0.040
C (-2.04, 1.20, -2.17)  0.007
C (-1.94, -0.11, -1.81)  -0.363
H (-0.12, 1.44, -0.42)  -0.041
C (-3.23, -1.85, 1.21)  -0.210
C (-0.84, -3.37, 1.30)  -0.215
C (-2.34, -3.34, -1.02)  -0.197
C (2.13, 1.13, 1.40)  -0.227
C (0.71, -0.78, 3.00)  -0.240
C (2.45, -1.72, 1.04)  -0.221
C (0.42, -0.46, -3.76)  -0.196
C (1.18, -2.57, -2.06)  -0.180
C (2.50, 0.03, -2.02)  -0.201
H (-2.38, 1.50, -3.17)  0.113
H (-2.40, -0.95, -2.33)  0.057
H (-3.81, -1.01, 0.82)  0.030
H (-2.98, -1.63, 2.25)  0.046
H (-3.87, -2.74, 1.17)  0.080
H (-0.36, -2.89, 2.16)  0.022
H (-0.07, -3.89, 0.72)  0.056
H (-1.56, -4.11, 1.67)  0.087
H (-2.74, -2.85, -1.91)  0.047
H (-3.16, -3.91, -0.56)  0.082
H (-1.56, -4.04, -1.32)  0.059
H (2.99, 0.97, 2.06)  0.084
H (1.51, 1.94, 1.81)  0.041
H (2.49, 1.47, 0.42)  0.034
H (1.20, -1.70, 3.35)  0.076
H (-0.37, -0.89, 3.13)  0.017
H (1.04, 0.05, 3.64)  0.063
H (3.12, -1.68, 1.90)  0.086
H (3.03, -1.56, 0.12)  0.033
H (1.99, -2.72, 1.00)  0.047
H (1.21, -0.90, -4.40)  0.084
H (0.36, 0.61, -3.96)  0.047
H (-0.53, -0.94, -4.03)  0.067
H (1.66, -2.79, -3.03)  0.085
H (0.25, -3.15, -2.00)  0.035
H (1.85, -2.88, -1.25)  0.044
H (3.10, -0.45, -2.80)  0.088
H (3.03, -0.05, -1.06)  0.022
H (2.39, 1.09, -2.27)  0.047
C (0.80, 3.71, -3.61)  -0.588
C (-0.42, 3.60, -4.30)  -0.131
C (-0.42, 3.37, -5.68)  -0.031
C (0.80, 3.23, -6.37)  0.001
C (2.01, 3.21, -5.66)  -0.023
C (2.01, 3.47, -4.29)  -0.122
Se (0.93, 4.33, -1.81)  1.039
H (-0.53, 4.59, -1.80)  -0.076
H (-1.36, 3.75, -3.77)  0.095
H (-1.37, 3.33, -6.23)  0.131
H (0.81, 3.13, -7.46)  0.138
H (2.95, 3.04, -6.18)  0.134
H (2.95, 3.55, -3.73)  0.115
C (-0.40, 5.89, 3.21)  -0.003
C (-0.08, 5.41, 1.93)  -0.035
C (-0.50, 4.15, 1.53)  -0.128
C (-1.33, 3.37, 2.37)  -0.360
C (-1.66, 3.87, 3.64)  -0.080
C (-1.18, 5.11, 4.07)  -0.014
P (-1.99, 1.78, 1.68)  1.136
C (-2.52, 1.03, 3.29)  -0.354
C (-1.59, 0.93, 4.34)  -0.124
C (-1.93, 0.31, 5.54)  -0.011
C (-3.23, -0.18, 5.72)  0.026
C (-4.17, -0.04, 4.70)  0.002
C (-3.83, 0.55, 3.49)  -0.067
C (-3.62, 2.40, 1.07)  -0.366
C (-4.22, 3.57, 1.56)  -0.048
C (-5.45, 4.00, 1.04)  -0.016
C (-6.07, 3.28, 0.03)  -0.018
C (-5.49, 2.10, -0.45)  -0.044
C (-4.28, 1.66, 0.08)  -0.150
H (-0.04, 6.86, 3.54)  0.137
H (0.53, 6.01, 1.26)  0.119
H (-0.21, 3.75, 0.55)  0.000
H (-2.30, 3.30, 4.32)  0.119
H (-1.41, 5.45, 5.08)  0.137
H (-0.59, 1.36, 4.23)  0.108
H (-1.18, 0.21, 6.33)  0.137
H (-3.50, -0.65, 6.67)  0.144
H (-5.20, -0.40, 4.84)  0.140
H (-4.57, 0.65, 2.70)  0.117
H (-3.73, 4.16, 2.33)  0.107
H (-5.90, 4.91, 1.44)  0.135
H (-7.01, 3.63, -0.39)  0.132
H (-5.96, 1.53, -1.25)  0.124
H (-3.81, 0.76, -0.33)  0.047

Computed properties:
lowest unoccupied orbital energy (alpha / beta)	-14.97 / -15.30	eV
charge	+4
HOMO level (alpha / beta)	-18.108 / -17.421	eV
2S+1	4
energy above the lowest of the compared OMol25 structures with the same formula, charge and spin	0.6991	eV
largest force on an atom	4.8	eV/Å
gap between HOMO and LUMO (alpha / beta)	3.1 / 2.1	eV

Below is a cluster of 7 separate species, C35H53BFI2N9O5P in total in a non-equilibrium geometry, with properties calculated with ωB97M-V with the def2-TZVPD basis set.

Each line ends with the Löwdin charge.
Cartesian coordinates (Å):
C (-2.32, -0.49, -4.66)  0.009
C (-3.35, -0.70, -3.80)  -0.142
C (-3.17, -0.64, -2.23)  -0.102
N (-2.41, 0.58, -1.82)  0.039
C (-3.03, 1.87, -2.25)  -0.173
O (-4.44, 1.74, -2.19)  -0.051
C (-5.10, 2.42, -3.23)  -0.231
C (-4.83, 2.29, -4.65)  -0.025
C (-5.59, 3.01, -5.69)  -0.058
C (-6.69, 3.90, -5.30)  -0.068
C (-6.98, 4.04, -3.85)  -0.061
C (-6.20, 3.32, -2.84)  0.008
C (-1.31, 0.53, -1.16)  -0.326
N (-0.65, -0.67, -0.64)  -0.072
P (-1.69, -1.39, 0.57)  0.775
O (-2.99, -0.63, 0.78)  -0.468
C (0.74, -0.28, -0.26)  -0.223
C (1.46, -0.49, -1.69)  -0.130
C (1.56, -2.04, -2.07)  -0.202
C (1.50, -2.07, -3.68)  -0.080
B (1.65, -1.29, 0.63)  -0.576
O (3.06, -1.14, 0.49)  0.121
O (1.23, -2.33, 1.48)  -0.008
C (1.51, -3.67, 0.98)  -0.205
C (0.16, -4.47, 0.77)  -0.076
C (0.60, 1.24, 0.21)  -0.304
C (-0.01, 1.43, 1.67)  -0.092
C (-1.22, 2.42, 1.77)  -0.776
O (-1.33, 3.49, 1.26)  -0.023
I (-2.90, 1.81, 3.06)  0.880
C (1.93, 2.10, 0.23)  -0.285
F (2.85, 1.60, 1.21)  -0.028
C (1.72, 3.61, 0.68)  -0.194
C (3.07, 4.38, 0.25)  -0.078
N (-0.46, 1.63, -0.79)  -0.309
I (0.18, 2.80, -2.39)  1.190
H (-1.24, -0.49, -4.36)  0.052
H (-2.53, -0.28, -5.74)  0.087
H (-4.34, -0.96, -4.25)  0.114
H (-4.14, -0.74, -1.68)  0.138
H (-2.59, -1.57, -1.98)  0.113
H (-2.75, 2.62, -1.44)  0.140
H (-2.63, 2.28, -3.21)  0.094
H (-4.01, 1.63, -5.02)  0.077
H (-5.31, 2.87, -6.76)  0.104
H (-7.32, 4.45, -6.04)  0.102
H (-7.84, 4.70, -3.59)  0.104
H (-6.51, 3.46, -1.77)  0.116
H (-1.11, -1.50, 1.86)  0.055
H (-2.03, -2.69, 0.10)  0.035
H (2.48, 0.00, -1.72)  0.135
H (0.89, -0.04, -2.54)  0.055
H (2.56, -2.50, -1.83)  0.075
H (0.68, -2.64, -1.74)  0.106
H (0.68, -1.43, -4.09)  0.047
H (1.41, -3.12, -4.08)  0.071
H (2.46, -1.61, -4.03)  0.096
H (3.43, -1.94, 0.06)  0.104
H (2.20, -3.71, 0.09)  0.092
H (2.06, -4.20, 1.81)  0.117
H (-0.25, -4.41, -0.27)  0.060
H (0.35, -5.55, 1.05)  0.089
H (-0.63, -4.12, 1.50)  0.071
H (-0.36, 0.46, 2.13)  0.075
H (0.75, 1.81, 2.42)  0.139
H (2.52, 2.02, -0.73)  0.123
H (1.68, 3.69, 1.80)  0.120
H (0.89, 4.13, 0.16)  0.065
H (2.91, 4.78, -0.78)  0.073
H (3.39, 5.14, 1.00)  0.084
H (3.89, 3.61, 0.16)  0.080
C (-5.19, -4.26, -4.00)  -0.063
C (-4.13, -3.89, -4.98)  -0.281
N (-3.32, -3.61, -5.73)  0.135
H (-5.74, -5.13, -4.36)  0.084
H (-4.74, -4.49, -3.04)  0.077
H (-5.89, -3.43, -3.89)  0.077
C (3.80, 0.15, 3.95)  -0.068
C (4.22, 0.64, 5.28)  -0.236
N (4.53, 1.02, 6.32)  0.145
H (4.45, -0.68, 3.64)  0.064
H (2.77, -0.20, 3.98)  0.066
H (3.89, 0.95, 3.21)  0.063
C (7.29, 1.81, 7.86)  -0.090
C (7.70, 2.30, 9.19)  -0.278
N (8.02, 2.68, 10.23)  0.114
H (7.94, 0.98, 7.55)  0.077
H (6.26, 1.47, 7.89)  0.027
H (7.38, 2.61, 7.13)  0.076
C (-1.13, 5.25, 4.14)  -0.084
C (-1.88, 5.45, 5.40)  -0.271
N (-2.47, 5.60, 6.38)  0.130
H (-0.73, 6.20, 3.79)  0.083
H (-0.30, 4.56, 4.31)  0.074
H (-1.79, 4.84, 3.37)  0.029
C (2.04, -3.03, 5.66)  -0.046
C (3.00, -3.09, 4.54)  -0.259
N (3.76, -3.13, 3.67)  0.157
H (1.63, -2.02, 5.74)  0.077
H (1.22, -3.73, 5.49)  0.081
H (2.53, -3.28, 6.59)  0.088
C (2.85, -6.11, -3.04)  -0.048
C (3.63, -5.10, -2.28)  -0.248
N (4.25, -4.33, -1.69)  0.142
H (2.30, -6.75, -2.35)  0.083
H (2.14, -5.61, -3.70)  0.070
H (3.52, -6.72, -3.64)  0.089

Computed properties:
lowest unoccupied orbital energy	-4.55	eV
charge	+1
HOMO level	-11.321	eV
2S+1	1
energy above the lowest of the compared OMol25 structures with the same formula, charge and spin	3.7567	eV
largest force on an atom	4.1	eV/Å
gap between HOMO and LUMO	6.8	eV

Below is a structure of composition C35H53N4OP2Pd in a non-equilibrium geometry, with properties calculated with ωB97M-V with the def2-TZVPD basis set.

Each line ends with the Löwdin charge.
Cartesian coordinates (Å):
C (-2.02, -1.63, -0.87)  -0.322
C (0.16, -1.51, -1.79)  -0.325
C (-2.41, -2.63, -1.74)  0.026
C (-0.23, -2.47, -2.76)  0.024
C (-1.51, -3.03, -2.72)  0.012
H (-3.39, -3.06, -1.62)  0.136
H (0.45, -2.72, -3.59)  0.142
H (-1.80, -3.78, -3.46)  0.140
N (-0.75, -1.22, -0.80)  0.031
P (-2.56, 0.63, 0.71)  1.164
P (2.23, -0.57, -0.13)  1.221
C (-3.01, -1.07, 0.15)  -0.234
H (-4.05, -1.10, -0.23)  0.105
H (-3.01, -1.72, 1.05)  0.093
C (0.16, 1.64, 2.03)  -0.172
O (0.46, 2.53, 2.68)  0.182
C (1.47, -0.88, -1.73)  -0.200
H (2.16, -1.12, -2.53)  0.097
C (3.62, 0.74, -0.34)  -0.638
C (2.96, -2.33, 0.19)  -0.601
C (-3.27, 1.70, -0.68)  -0.650
C (-3.54, 0.78, 2.34)  -0.651
C (3.19, 2.11, 0.18)  -0.089
H (2.99, 2.11, 1.26)  0.079
H (4.01, 2.82, -0.02)  0.116
H (2.31, 2.50, -0.34)  0.055
C (4.88, 0.32, 0.44)  -0.067
H (4.66, 0.21, 1.51)  0.090
H (5.32, -0.62, 0.06)  0.076
H (5.64, 1.11, 0.33)  0.118
C (3.97, 0.94, -1.82)  -0.059
H (4.77, 1.70, -1.87)  0.124
H (4.33, 0.03, -2.32)  0.088
H (3.11, 1.33, -2.36)  0.061
C (3.60, -2.37, 1.61)  -0.074
H (3.08, -1.69, 2.30)  0.058
H (3.52, -3.39, 2.02)  0.104
H (4.67, -2.10, 1.60)  0.082
C (1.85, -3.37, 0.12)  -0.079
H (1.06, -3.15, 0.84)  0.048
H (1.41, -3.43, -0.87)  0.069
H (2.25, -4.36, 0.36)  0.116
C (4.02, -2.64, -0.92)  -0.042
H (4.05, -1.89, -1.74)  0.060
H (5.04, -2.73, -0.50)  0.103
H (3.78, -3.61, -1.38)  0.107
C (-3.38, 2.20, 2.89)  -0.072
H (-3.72, 2.19, 3.94)  0.111
H (-2.33, 2.54, 2.89)  0.070
H (-3.99, 2.94, 2.35)  0.082
C (-2.94, -0.19, 3.36)  -0.094
H (-3.02, -1.24, 3.06)  0.077
H (-1.90, 0.04, 3.57)  0.061
H (-3.50, -0.08, 4.30)  0.111
C (-5.04, 0.45, 2.18)  -0.056
H (-5.44, 0.25, 3.20)  0.114
H (-5.62, 1.28, 1.78)  0.078
H (-5.22, -0.45, 1.58)  0.089
C (-2.79, 1.31, -2.10)  -0.058
H (-3.37, 1.92, -2.80)  0.105
H (-1.72, 1.53, -2.24)  0.051
H (-2.99, 0.24, -2.32)  0.090
C (-2.89, 3.17, -0.35)  -0.079
H (-1.79, 3.29, -0.25)  0.069
H (-3.23, 3.80, -1.19)  0.110
H (-3.38, 3.52, 0.57)  0.070
C (-4.81, 1.62, -0.74)  -0.066
H (-5.17, 0.58, -0.86)  0.090
H (-5.31, 2.11, 0.12)  0.081
H (-5.12, 2.19, -1.64)  0.110
Pd (-0.12, 0.18, 0.77)  0.655
N (0.22, 1.57, -0.90)  0.118
C (0.72, 1.34, -1.97)  -0.197
C (0.90, 1.82, -3.29)  -0.256
C (0.74, 3.21, -3.53)  0.005
C (1.06, 0.97, -4.39)  -0.022
C (0.86, 3.73, -4.84)  -0.025
H (0.51, 3.91, -2.71)  0.133
C (1.19, 1.49, -5.68)  -0.029
H (1.05, -0.10, -4.17)  0.097
C (1.10, 2.87, -5.92)  -0.021
H (0.76, 4.82, -5.04)  0.135
H (1.35, 0.79, -6.52)  0.128
H (1.20, 3.25, -6.95)  0.133
C (1.36, -1.74, 5.77)  0.015
N (0.74, -1.77, 4.46)  -0.093
C (-0.01, -2.78, 3.89)  0.000
C (-0.36, -2.36, 2.65)  -0.139
N (0.15, -1.08, 2.48)  -0.088
C (0.83, -0.75, 3.57)  -0.163
H (0.61, -1.81, 6.57)  0.117
H (2.08, -2.57, 5.89)  0.115
H (1.90, -0.79, 5.87)  0.106
H (-0.25, -3.71, 4.38)  0.150
H (-0.92, -2.86, 1.86)  0.118
H (1.38, 0.15, 3.80)  0.140

Computed properties:
lowest unoccupied orbital energy (alpha / beta)	-7.91 / -12.55	eV
charge	+3
HOMO level (alpha / beta)	-15.844 / -16.778	eV
2S+1	5
energy above the lowest of the compared OMol25 structures with the same formula, charge and spin	0.0000	eV
largest force on an atom	5.2	eV/Å
gap between HOMO and LUMO (alpha / beta)	7.9 / 4.2	eV